Record 1
Here is a structure of composition C33H42IrN3P2S4Sb2 from the Open Molecules 2025 dataset. Energies are from ωB97M-V/def2-TZVPD.

* multiplicity: 5
* expectation value of S²: 6.0217
* net charge: +2
* HOMO-LUMO gap (spin up / spin down): 7.112 / 5.761 eV
* relative energy (zero: lowest compared OMol25 entry of this formula, charge and spin): 0.0000 eV

Each line ends with the Mulliken charge.
Geometry (Å):
Ir -19.498150 2.124137 5.529112  1.794
N -22.312965 3.562316 4.739182  0.087
P -21.299873 2.311191 4.045780  -1.178
C -22.461511 0.888954 4.084297  1.159
C -23.579948 0.901996 4.916090  -0.345
C -24.487933 -0.137470 4.900254  -0.818
C -24.240979 -1.231016 4.093471  -0.594
C -23.137217 -1.253354 3.256927  -0.776
C -22.238974 -0.195308 3.248350  -0.266
C -21.226487 2.823605 2.317468  1.182
C -20.116447 3.510485 1.843455  -0.042
C -20.031378 3.889102 0.524756  -0.981
C -21.099253 3.598081 -0.337646  -0.644
C -22.229238 2.973788 0.149156  -0.873
C -22.322876 2.604774 1.493203  -0.861
P -22.005237 4.336109 6.183294  0.900
C -20.770197 5.574567 5.982691  0.864
C -20.512434 6.365506 7.097360  -1.493
C -19.485412 7.290258 7.033339  -0.633
C -18.759284 7.407680 5.854642  -0.526
C -19.029131 6.619696 4.736109  -0.562
C -20.053699 5.683854 4.791408  -0.617
C -23.544513 5.066841 6.718742  0.287
C -24.264073 4.702403 7.858561  -0.401
C -25.445791 5.393948 8.116158  -0.633
C -25.886445 6.413903 7.268081  -0.457
C -25.185144 6.742471 6.106706  -0.818
C -24.006837 6.050654 5.845569  -0.466
H -23.266939 3.656771 4.410610  0.525
H -23.764397 1.738293 5.584418  0.334
H -25.379516 -0.122471 5.501840  0.472
H -24.950068 -2.034383 4.111827  0.433
H -22.966796 -2.129486 2.644001  0.449
H -21.376884 -0.209756 2.614005  0.395
H -19.258700 3.667473 2.490923  0.510
H -19.139214 4.359821 0.136563  0.492
H -21.032418 3.846089 -1.392105  0.434
H -23.064168 2.721035 -0.500434  0.446
H -23.161889 2.094280 1.882869  0.641
H -21.092990 6.292654 7.976783  0.943
H -19.264431 7.906312 7.898247  0.506
H -17.928689 8.093227 5.822717  0.422
H -18.390030 6.691763 3.860482  0.461
H -20.264400 5.050251 3.928529  0.538
H -23.914459 3.957097 8.550664  0.441
H -26.050773 5.137936 8.986343  0.417
H -26.827456 6.883368 7.480483  0.429
H -25.544211 7.523993 5.447073  0.441
H -23.385326 6.288036 4.982229  0.374
S -19.328208 5.162512 9.774830  -0.190
Sb -19.337115 3.069434 8.745064  0.557
S -21.476733 2.793991 7.459049  -0.447
S -18.046873 3.551577 6.695483  -0.524
C -16.397912 0.693895 8.553277  -1.130
C -17.517732 -0.257276 8.168435  -0.682
Sb -18.131207 -0.095924 6.143079  0.028
C -16.295446 -0.379007 5.138687  -0.418
C -15.370645 -1.455304 5.704221  -1.086
C -19.292254 -1.829501 5.911372  -0.446
C -18.593410 -3.144942 6.215396  -1.129
H -16.198962 0.584664 9.636955  0.362
H -16.653287 1.714495 8.330147  0.214
H -15.473092 0.451884 8.052132  0.268
H -18.407148 -0.062205 8.785939  0.553
H -17.211823 -1.284812 8.366182  0.375
H -15.818450 0.595777 5.082481  0.409
H -16.586162 -0.648589 4.132958  0.222
H -15.068072 -1.266994 6.717973  0.211
H -14.449417 -1.523881 5.087615  0.424
H -15.828835 -2.449333 5.661157  0.191
H -19.683125 -1.777424 4.898664  0.307
H -20.115455 -1.643736 6.622043  0.454
H -17.854803 -3.390373 5.458314  0.306
H -19.341543 -3.970049 6.242415  0.378
H -18.125438 -3.129385 7.212467  0.265
S -18.754389 0.600784 2.910492  0.142
C -18.003247 0.240616 1.412063  -0.556
N -16.686709 0.245287 1.128680  -0.089
C -16.436758 0.073180 -0.310192  -0.533
C -17.778520 -0.546168 -0.788621  -0.510
N -18.669591 -0.150573 0.321761  0.004
H -16.007732 0.625587 1.760312  0.252
H -15.633707 -0.645145 -0.445828  0.325
H -16.206800 1.010171 -0.772926  0.300
H -17.688036 -1.617662 -0.889499  0.310
H -18.115001 -0.112370 -1.723798  0.323
H -19.653145 -0.330285 0.357602  0.163

Cartesian forces, eV/Å:
Ir 0.347 -0.009 0.149
N 0.305 0.045 0.198
P -0.965 0.456 0.416
C 0.260 0.526 0.100
C -0.039 0.547 0.300
C 0.255 -0.159 -0.079
C -0.134 0.196 -0.149
C 0.202 -0.301 0.089
C -0.404 -0.337 0.112
C -0.252 0.178 0.323
C 0.677 -0.161 0.216
C -0.543 -0.110 -0.633
C 0.435 0.148 0.060
C -0.718 -0.339 0.248
C 1.277 0.336 -0.587
P -0.396 -0.698 -0.240
C -0.181 -0.281 -0.141
C 0.657 0.404 -0.890
C -0.084 0.008 -0.074
C 0.282 -0.162 -0.082
C 0.057 -0.077 0.263
C 0.213 0.202 -0.006
C 0.101 -0.249 -0.066
C -0.265 0.684 -0.195
C -0.092 0.035 0.041
C 0.227 -0.644 -0.290
C 0.202 -0.333 0.417
C 0.024 0.474 -0.173
H -0.012 0.010 -0.139
H 0.039 -0.076 -0.106
H -0.083 0.128 0.236
H -0.114 -0.409 -0.144
H 0.049 0.104 -0.105
H 0.306 -0.046 -0.261
H -0.070 -0.036 0.029
H 0.002 0.097 0.058
H -0.008 0.022 0.129
H 0.190 0.204 -0.019
H -0.904 -0.444 0.110
H -0.642 -0.158 0.785
H 0.039 0.011 -0.156
H 0.074 0.192 -0.066
H -0.238 0.100 0.056
H -0.046 0.232 0.355
H 0.113 -0.246 0.025
H 0.247 0.064 -0.192
H -0.191 0.313 0.114
H 0.082 -0.118 0.020
H -0.284 0.159 0.024
S -0.039 -0.004 -0.020
Sb 0.813 0.213 -0.353
S -0.068 -0.164 -0.119
S -0.742 -0.308 0.277
C -0.006 -0.561 0.890
C -0.286 0.056 0.408
Sb 0.133 0.222 0.273
C 0.340 -0.283 -0.159
C 0.257 -0.322 -0.718
C -0.455 -0.041 0.289
C -0.552 -0.529 0.451
H -0.071 0.242 -0.471
H 0.065 0.526 -0.030
H 0.281 0.028 -0.262
H 0.162 -0.153 -0.139
H -0.108 -0.079 -0.122
H 0.099 0.129 0.052
H -0.096 0.034 -0.277
H 0.143 0.075 0.473
H -0.479 0.145 0.358
H 0.027 0.219 0.084
H -0.180 -0.108 -0.056
H 0.095 -0.176 -0.355
H 0.114 -0.058 0.025
H 0.496 0.511 -0.097
H -0.007 -0.051 -0.403
S 0.403 -0.207 -0.549
C 0.111 -0.142 0.223
N -0.530 0.148 -0.073
C -0.381 -1.167 0.523
C 0.212 0.942 0.524
N 0.342 -0.064 -0.293
H 0.001 0.120 0.127
H 0.180 0.183 -0.174
H 0.129 0.553 -0.352
H -0.173 -0.338 0.076
H -0.038 -0.030 -0.087
H -0.192 -0.040 -0.030

***

Record 2
Here is a structure of composition C33H43DyFN7O4P2 from the Open Molecules 2025 dataset. Energies are from ωB97M-V/def2-TZVPD.

* multiplicity: 6
* expectation value of S²: 9.3394
* net charge: +4
* HOMO-LUMO gap (spin up / spin down): 7.084 / 7.101 eV
* relative energy (zero: lowest compared OMol25 entry of this formula, charge and spin): 0.0000 eV

Each line ends with the Mulliken charge.
Geometry (Å):
Dy 0.318344 -0.419503 0.194751  0.726
C -1.415523 1.638166 7.773643  -0.973
C -0.103402 1.782032 7.021421  -1.025
N -0.284528 1.688988 5.547268  0.125
C -0.166276 0.494505 4.979292  -0.284
C -0.225296 0.282091 3.620645  0.194
C -0.214389 -1.140469 3.148366  -0.005
O -0.780691 -1.991654 3.780174  -0.549
O 0.380871 -1.357357 1.978830  -0.457
C -0.434780 1.368811 2.751028  1.630
O -0.459241 1.239909 1.457123  -0.738
C -0.686694 2.641842 3.368645  0.694
C -1.001220 3.779476 2.597684  -0.703
C -1.217101 4.978726 3.193062  0.123
F -1.573272 6.028681 2.434661  -0.347
C -1.124462 5.167469 4.596200  -0.736
C -0.823350 4.047527 5.352992  -0.733
C -0.603752 2.792780 4.767089  0.283
N -1.335528 6.404096 5.179483  0.157
C -0.907984 7.668635 4.594570  -0.707
C -2.060534 8.654544 4.519653  -0.679
N -2.607464 8.849117 5.912381  -0.126
C -3.026520 7.539874 6.530287  -0.938
C -1.850212 6.569017 6.528646  -0.600
H -1.229537 1.727100 8.843362  0.396
H -1.863194 0.660459 7.592065  0.354
H -2.136284 2.404357 7.483436  0.305
H 0.591172 0.993304 7.298885  0.490
H 0.395111 2.721068 7.240578  0.478
H 0.007474 -0.342021 5.645634  0.547
H -1.090155 3.696335 1.522760  0.649
H -0.719480 4.164918 6.420358  0.514
H -0.482653 7.533082 3.607127  0.491
H -0.115990 8.093389 5.225996  0.300
H -2.872373 8.269774 3.906352  0.404
H -1.742245 9.622234 4.138048  0.388
H -3.394730 9.500944 5.900120  0.358
H -1.887768 9.285015 6.495841  0.393
H -3.846929 7.157165 5.927068  0.362
H -3.381017 7.734616 7.540299  0.426
H -2.206442 5.623850 6.930005  0.466
H -1.065643 6.941859 7.199466  0.329
C 0.594751 -6.103085 -1.400765  -0.497
C 1.601170 -5.596696 -2.219209  -0.776
C 2.001775 -4.279052 -2.101750  0.050
C 1.376739 -3.459915 -1.161572  -0.618
C 0.372567 -3.966782 -0.337669  0.253
C -0.014993 -5.289684 -0.451688  -0.893
N 1.721210 -2.088412 -0.979760  1.110
N 2.761459 -1.725531 -1.544682  -0.718
C 3.140641 -0.370502 -1.404185  0.233
C 4.394721 -0.041914 -1.864610  -0.431
C 4.817047 1.279650 -1.767452  -0.400
C 3.959298 2.216424 -1.220432  -0.822
C 2.715173 1.799990 -0.775901  -0.117
N 2.299907 0.531064 -0.859794  -0.090
H 0.297357 -7.139875 -1.491501  0.452
H 2.083953 -6.241564 -2.941760  0.444
H 2.789782 -3.881833 -2.725633  0.482
H -0.037990 -3.343782 0.449149  0.545
H -0.759171 -5.705567 0.216171  0.502
H 5.018569 -0.817637 -2.287084  0.550
H 5.798439 1.568278 -2.120003  0.457
H 4.241555 3.256352 -1.133401  0.449
H 2.023039 2.507973 -0.337099  0.494
C -4.933852 -0.367414 0.049997  -1.285
P -3.485362 -1.373293 -0.118465  1.083
C -3.055269 -2.122468 1.431115  -0.938
C -3.631233 -2.609888 -1.406380  -0.851
C -3.498612 -1.996678 -2.811076  -1.038
P -1.914456 -1.111929 -2.981711  0.817
C -2.245723 0.456301 -3.763088  -1.329
C -0.717533 -2.058252 -3.910077  -0.842
H -5.739480 -0.962831 0.488543  0.448
H -5.255841 0.023335 -0.915118  0.381
H -4.699450 0.461995 0.720030  0.395
H -3.749777 -2.938371 1.650307  0.585
H -3.121590 -1.385041 2.232103  0.322
H -2.044308 -2.532689 1.403045  0.093
H -4.596616 -3.109657 -1.284679  0.546
H -2.853265 -3.354366 -1.223507  0.358
H -4.319261 -1.316890 -3.044019  0.412
H -3.534694 -2.795562 -3.552968  0.571
H -2.720774 0.295556 -4.734155  0.459
H -1.303882 0.985489 -3.910254  0.417
H -2.906372 1.052862 -3.133937  0.374
H -1.231670 -2.777391 -4.549005  0.513
H -0.069881 -2.600619 -3.218874  -0.004
H -0.123215 -1.395829 -4.539546  0.422
O -2.334312 -0.333177 -0.608665  -0.583
N -1.277025 -0.978938 -1.456219  0.034

Cartesian forces, eV/Å:
Dy -0.177 0.867 -1.071
C -0.002 0.011 -0.056
C -0.148 -0.008 0.041
N 0.009 0.045 0.021
C 0.055 0.002 0.108
C -0.081 0.020 -0.234
C -0.063 0.027 0.080
O 0.089 -0.146 -0.011
O -0.256 -0.368 0.880
C -0.050 0.009 0.013
O 0.175 0.032 0.211
C 0.162 0.072 0.022
C 0.035 -0.026 -0.090
C -0.022 0.026 -0.029
F -0.032 -0.013 -0.024
C 0.211 -0.003 0.195
C 0.044 0.038 0.114
C -0.039 -0.067 0.020
N -0.404 0.109 -0.168
C 0.101 -0.056 0.115
C 0.026 -0.053 -0.006
N 0.016 -0.054 -0.019
C 0.047 -0.036 -0.025
C 0.144 0.028 -0.068
H -0.008 0.000 -0.013
H 0.003 0.024 0.005
H 0.012 -0.012 0.013
H 0.015 -0.029 -0.029
H 0.068 0.028 -0.022
H -0.020 0.005 -0.011
H -0.015 -0.006 0.031
H -0.003 -0.028 -0.014
H -0.034 -0.004 -0.005
H 0.044 0.003 -0.027
H -0.046 0.007 0.003
H 0.006 0.032 0.044
H -0.035 -0.004 -0.020
H -0.004 0.035 0.022
H -0.033 0.026 -0.025
H 0.018 0.046 0.015
H -0.025 -0.016 -0.016
H 0.010 -0.044 0.037
C -0.020 0.007 0.007
C -0.016 -0.063 -0.003
C 0.049 0.126 -0.064
C -0.141 -0.115 0.078
C 0.035 0.151 0.059
C 0.005 -0.103 -0.024
N 0.057 -0.177 -0.028
N 0.438 -0.042 -0.206
C -0.068 0.155 0.008
C 0.179 -0.033 -0.124
C 0.039 -0.004 -0.015
C 0.012 0.040 0.003
C -0.053 0.007 0.024
N -0.037 -0.257 0.172
H 0.022 0.015 0.002
H -0.012 0.021 0.010
H 0.008 -0.017 -0.014
H -0.026 -0.015 0.051
H 0.017 0.038 -0.017
H -0.001 0.026 -0.010
H -0.001 -0.013 0.003
H -0.004 -0.020 -0.002
H -0.030 0.011 0.023
C -0.045 0.006 0.043
P 0.126 0.049 0.004
C 0.051 0.025 0.012
C -0.026 -0.010 -0.074
C 0.032 -0.064 0.095
P 0.049 -0.025 0.032
C 0.039 -0.016 -0.040
C 0.047 0.017 0.015
H 0.029 0.024 -0.015
H 0.001 0.004 0.005
H -0.052 0.008 -0.015
H -0.020 0.025 -0.025
H 0.023 -0.014 0.024
H 0.009 -0.040 0.019
H 0.008 0.003 -0.015
H 0.003 -0.039 -0.021
H -0.019 0.017 0.027
H -0.031 0.012 -0.037
H -0.002 0.011 0.012
H -0.021 0.031 -0.028
H -0.017 0.016 -0.016
H 0.012 0.023 -0.022
H -0.026 -0.053 -0.030
H 0.019 -0.011 0.028
O -0.335 -0.096 0.009
N -0.097 -0.161 0.073

***

Number 1: F_max 0.0281 hartree/bohr. Number 2: F_max 0.0270 hartree/bohr.